Density functional theory data (the ωB97M-V functional and the def2-TZVPD basis) for 15 unconnected molecules or ions with the total composition C4H41N2O14S at a distorted geometry.

Each line ends with the natural charge from an NBO analysis.
Element x y z (Å)
H 3.850 -1.651 -1.403  0.52
O -0.558 1.780 4.253  -0.97
C 1.548 -1.234 1.271  -0.44
N 1.194 -0.039 0.489  -0.68
H -4.016 1.641 2.026  0.52
O 0.033 -3.606 -1.717  -1.03
H -1.014 -2.330 -2.297  0.51
H -2.282 1.376 3.768  0.51
H 5.170 1.551 -0.436  0.48
O 2.656 2.405 1.714  -0.99
H -3.279 -2.186 2.399  0.48
H 3.388 1.997 1.201  0.50
H 0.813 -3.029 -1.547  0.53
O -3.953 -1.193 -0.791  -0.99
H -2.186 -1.502 -2.895  0.49
H -2.714 0.813 -1.403  0.45
H -2.367 -2.959 1.377  0.50
H -3.410 0.440 4.154  0.48
H -0.294 1.053 1.633  0.19
H 4.203 0.325 -0.452  0.51
C -0.186 0.397 0.759  -0.24
O 1.953 -1.783 -1.721  -1.02
H 0.667 2.661 -0.521  0.28
H -0.765 -4.575 1.304  0.49
H 0.507 3.489 -2.489  0.17
H 3.440 3.312 -0.844  0.48
H -4.367 2.976 1.245  0.49
H -2.405 -0.005 -0.002  0.45
H 1.682 -0.989 -1.229  0.51
H -0.767 -0.479 1.056  0.20
H 2.198 -1.869 0.669  0.21
H -3.524 -1.869 -0.241  0.50
H 1.822 0.726 0.700  0.41
H 0.719 -1.818 1.621  0.21
H 0.110 -4.356 -2.305  0.50
O -3.033 0.879 3.383  -0.99
N -2.236 0.862 -0.506  -0.71
H -0.902 3.140 0.099  0.22
O -0.952 -3.759 0.834  -0.98
O 4.374 -1.208 -0.712  -0.96
H 0.237 1.672 3.720  0.50
H 2.579 3.289 1.344  0.47
S -0.762 3.117 -2.342  -0.07
H -2.638 1.646 0.041  0.46
H 1.410 -0.690 -4.711  0.48
O 1.102 -0.351 -3.886  -0.96
H -4.779 -0.998 -0.353  0.49
H 2.835 2.500 -1.895  0.48
O -3.915 2.136 1.191  -1.00
H -0.448 2.572 4.788  0.49
O 4.275 1.288 -0.201  -1.03
O -3.273 -2.610 1.536  -1.00
H 0.172 -0.634 -3.818  0.51
H 1.616 -1.645 -2.629  0.51
O -1.275 -1.424 -2.588  -1.01
H 5.253 -1.600 -0.760  0.49
C -0.723 1.050 -0.527  -0.06
O 2.654 3.301 -1.396  -0.95
H 2.181 -1.023 2.143  0.19
H -0.889 -3.939 -0.122  0.51
C -0.403 2.510 -0.638  -0.56
H -0.327 0.451 -1.341  0.25

Charge: +1

Density functional theory data (the ωB97M-V functional and the def2-TZVPD basis) for a molecular structure, C25H24BrN5O7P2PtS at a distorted geometry.

Each line ends with the natural charge from an NBO analysis.
Element x y z (Å)
C -4.847 1.519 -1.914  -0.23
C -2.854 1.796 3.974  -0.16
C -2.530 -1.032 -0.293  0.33
C -4.371 2.694 -2.486  -0.04
H -2.631 -2.919 0.423  0.43
H 0.254 -1.169 -4.184  0.49
H -2.654 3.891 -2.985  0.25
C -1.294 -0.041 4.052  -0.22
P 1.939 -1.757 -1.722  2.37
C 3.494 -0.650 -3.780  -0.65
O 0.457 -1.635 -1.362  -1.18
N -1.801 0.032 -0.635  -0.48
C -1.770 3.993 1.175  -0.25
H 3.536 -0.266 -4.801  0.23
H 1.223 -2.592 -4.077  0.45
H -0.114 3.523 -0.142  0.22
C -3.932 0.674 -1.323  -0.14
H -1.956 4.954 0.715  0.24
H 3.665 -0.891 -0.662  0.53
C -0.729 3.184 0.682  0.09
P 1.027 0.772 -3.036  2.39
H -1.028 -2.275 0.290  0.48
C -2.524 3.547 2.220  -0.10
H 2.307 2.473 -3.559  0.52
H 1.597 -0.154 3.983  0.20
O 1.690 1.862 -3.989  -0.99
H 3.978 -0.910 3.742  0.24
H 3.998 -1.616 -3.741  0.25
C -1.120 1.596 2.287  0.11
H -3.352 4.130 2.605  0.24
C 1.801 -2.909 1.956  0.43
O -0.307 0.365 -3.558  -1.15
C -2.413 0.643 4.564  -0.19
H -2.913 0.255 5.441  0.24
C 2.664 -4.071 1.865  -0.13
C -2.089 2.151 -1.900  -0.14
O 1.146 1.308 -1.607  -1.17
O 2.581 -3.072 -1.853  -1.09
H -0.932 -0.945 4.531  0.24
H -5.899 1.267 -1.947  0.26
C 3.930 -4.044 2.351  -0.24
S -4.236 -0.885 -0.608  0.47
N -0.440 2.007 1.187  -0.48
C 1.431 -0.634 3.016  0.17
C -3.001 2.992 -2.492  -0.19
N 0.422 -0.234 2.332  -0.51
C 4.410 -2.888 3.005  -0.04
H 4.576 -4.906 2.249  0.26
H -5.068 3.373 -2.961  0.25
H -1.027 2.336 -1.957  0.27
C 3.592 -1.768 3.203  -0.18
C 2.060 -0.787 -3.300  -0.62
C 2.320 -1.735 2.688  -0.15
H -3.703 2.336 4.378  0.24
C -0.660 0.426 2.926  0.18
C -2.555 0.985 -1.277  0.20
O 0.657 -2.938 1.483  -0.55
Br 6.161 -2.854 3.626  0.21
N 1.220 -1.594 -4.289  -0.71
C -2.195 2.315 2.834  -0.08
N -2.034 -2.122 0.270  -0.65
H 2.269 -4.947 1.367  0.24
Pt 0.297 0.074 0.040  1.32
H 1.534 -1.458 -5.247  0.43
O 2.698 -0.823 -0.626  -1.02
H 4.046 0.048 -3.149  0.24

2S+1: 5
Charge: +2

Density functional theory data (the ωB97M-V functional and the def2-TZVPD basis) for C6H10 in the gas phase at a distorted geometry.

Each line ends with the natural charge from an NBO analysis.
Element x y z (Å)
C 1.006 -0.907 -0.174  -0.29
H 1.361 0.765 -1.548  0.20
H 1.301 0.908 0.982  0.21
C 0.805 -0.156 -1.400  -0.38
H 0.745 -0.761 -2.316  0.21
H -1.482 0.662 1.338  0.26
H 1.087 -1.986 -0.192  0.23
H 1.613 -0.601 1.919  0.22
H -0.226 1.855 -0.501  0.19
C -0.896 1.051 -0.787  -0.40
C -1.377 0.203 0.316  -0.49
H -2.271 -0.389 0.066  0.22
H -0.727 -1.335 1.675  0.22
C -0.324 -0.586 0.984  -0.16
C 1.074 -0.148 1.099  -0.44
H -1.690 1.424 -1.460  0.21

Density functional theory data (the ωB97M-V functional and the def2-TZVPD basis) for a molecular structure, C20H47NO4P3Zr at a distorted geometry.

Each line ends with the Mulliken charge.
Element x y z (Å)
C 0.018 -2.382 -2.237  -0.78
O -1.057 -1.409 3.835  -0.45
H -2.813 -3.758 1.809  0.49
C -1.636 3.223 0.386  0.55
H 0.996 -2.101 3.998  0.30
C -1.749 3.314 1.899  -1.43
H -2.668 -0.207 -1.156  0.25
O -2.438 0.683 3.372  -0.46
H 1.197 5.029 -0.781  0.34
H -1.083 -4.240 1.936  0.27
H -0.289 -3.284 4.226  0.35
N 0.198 0.099 -2.013  -0.20
H -1.020 -2.380 -2.621  0.59
H 0.762 -5.313 0.402  0.34
H 2.302 2.823 -0.153  0.41
P -1.135 -0.170 2.764  0.74
H -2.876 -0.053 -0.388  0.14
Zr -0.406 -0.023 0.073  -2.05
H -1.250 5.323 0.089  0.31
C -1.643 -3.245 0.057  0.84
C 1.794 -3.045 1.617  -1.10
H 2.790 -3.455 1.858  0.51
O 2.870 -0.005 0.127  -0.23
H 0.660 0.208 5.255  0.34
H -1.068 4.056 2.345  0.24
C -1.929 -4.503 -0.750  -1.47
C -1.778 -3.475 1.557  -1.08
H 1.832 1.395 -2.420  0.34
H 0.600 -0.970 -3.784  0.57
H 0.029 -2.102 5.484  0.36
H 0.512 3.520 -2.300  0.43
H -2.953 -4.823 -0.538  0.47
H 2.461 -5.169 -0.075  0.47
C 1.461 4.763 0.248  -1.52
H -1.022 2.629 -2.359  0.58
C 1.490 -3.277 0.139  0.39
H 1.059 -3.541 2.272  0.24
C 1.090 0.596 4.332  -1.00
H 1.481 1.604 4.528  0.33
H 0.765 5.244 0.941  0.34
H 1.841 1.804 2.040  -0.01
H -3.361 1.347 5.043  0.33
C -0.010 -2.241 4.392  -0.84
C 0.727 1.358 -2.576  -1.17
H 2.801 3.282 2.181  0.53
H 2.461 5.157 0.451  0.47
H 0.515 -3.275 -2.652  0.41
H -1.889 0.379 5.361  0.25
O 0.113 0.800 3.294  0.33
H -2.403 2.502 0.052  0.24
H 2.303 -2.787 -0.427  0.45
C -2.343 1.159 4.729  -0.53
H -1.845 -4.327 -1.825  0.41
C 1.461 -4.756 -0.232  -1.54
H 1.198 -4.910 -1.283  0.37
H -1.845 4.489 -1.372  0.39
C -1.928 4.553 -0.286  -1.42
H -1.517 2.352 2.360  0.36
C 1.711 -0.027 0.329  1.02
C 0.017 2.590 -1.977  -0.70
C 1.490 3.253 0.461  0.37
H -1.248 -5.305 -0.456  0.32
H 0.598 1.350 -3.664  0.58
H 1.835 -1.143 -2.552  0.35
C 1.806 2.889 1.904  -1.03
H 1.915 -0.030 3.990  0.39
H 1.834 -1.975 1.866  0.04
P -0.042 2.474 -0.138  1.16
H -2.953 4.848 -0.040  0.46
H -2.790 3.530 2.193  0.53
C 0.729 -1.092 -2.703  -1.10
H -1.596 -2.555 2.120  -0.05
H -1.722 2.072 4.802  0.22
P -0.045 -2.474 -0.398  1.28
H 1.067 3.300 2.613  0.20
H -2.406 -2.495 -0.212  0.17

Charge: +3

Density functional theory data (the ωB97M-V functional and the def2-TZVPD basis) for a molecular structure, C14H42K3O18P at a distorted geometry.

Each line ends with the Mulliken charge.
Element x y z (Å)
C -4.315 2.873 0.481  -0.33
H 4.215 -2.365 -1.816  0.45
H -5.214 3.405 0.172  0.39
O -1.403 1.798 -3.447  -0.54
H 2.481 1.525 2.920  -0.20
C -0.091 -3.480 2.112  0.18
O 2.317 2.202 -2.313  -0.56
C 1.859 -0.533 3.301  -0.18
O -1.091 -2.509 1.702  -0.49
C 1.788 0.975 3.556  0.03
H 2.610 -4.013 -1.273  0.46
H -0.900 -0.757 -5.595  0.35
H -2.996 -0.381 4.842  0.34
O 0.316 0.794 -1.663  -1.29
C -3.322 -0.851 3.915  -0.88
H -4.697 2.251 1.291  0.13
C -1.781 0.765 -4.351  -0.51
O -1.543 1.243 0.002  -0.50
H -0.281 -4.929 0.397  0.28
H 2.792 -3.097 0.198  0.16
O 0.487 1.521 3.275  -0.53
H 1.613 1.582 -2.106  0.31
H -1.734 0.232 2.914  -0.07
H 0.893 -3.127 1.804  0.04
O 3.011 -0.756 -1.115  -0.01
C 4.288 1.887 -3.634  -0.43
O 0.208 -0.549 0.479  -0.43
H 0.907 -1.006 3.542  -0.02
H 2.435 -1.059 4.062  0.51
C 2.745 1.669 -3.600  -0.40
O -3.826 2.045 -0.499  -0.62
H 1.473 -0.697 1.468  0.09
O 1.025 -2.824 -0.837  -0.50
H 0.387 1.568 2.321  -0.06
H -1.708 2.562 0.885  0.38
H 4.256 0.679 -2.203  0.29
P -0.065 0.873 -0.146  0.53
H -2.279 1.354 -5.121  0.36
H 0.556 -5.548 1.770  0.40
K 3.347 1.587 0.411  1.10
H -2.561 0.246 1.046  0.42
O -3.200 -0.269 1.544  -0.60
K -0.209 3.619 -1.611  0.84
H -2.399 -2.352 3.111  0.49
H 2.161 1.196 4.556  0.44
H 0.242 0.491 -5.126  0.10
H -2.140 -4.848 1.433  0.36
H 4.578 2.819 -3.149  0.22
C -2.814 0.105 2.834  0.29
H -2.536 0.198 -3.806  0.22
C -0.284 -4.914 1.487  -0.76
H 2.792 -2.018 -2.618  0.28
O -2.864 -2.203 3.937  -0.55
H -0.629 -1.735 1.371  0.35
H 2.408 0.658 -3.829  0.14
O 2.264 -0.884 1.979  -0.50
H 0.737 -2.035 -0.374  0.38
O -1.984 3.284 1.455  -0.30
H -2.942 1.779 -0.235  0.80
O -0.108 -0.709 -3.569  -0.65
H -0.181 -3.638 3.187  0.22
H -2.879 4.550 0.052  0.12
H 2.242 2.337 -4.301  0.39
H -0.804 1.373 -2.828  0.66
C 3.193 -2.048 -1.605  -0.66
H -3.237 1.090 3.030  0.32
O -1.509 -5.476 1.792  -0.63
C -3.122 3.886 0.881  -0.48
H -3.543 4.518 1.663  0.35
C -0.598 -0.107 -4.773  -0.27
O 4.916 0.895 -2.866  -0.56
H 4.749 1.780 -4.616  0.35
H 2.061 -0.629 -1.166  -0.19
K 0.805 4.167 2.144  0.16
H -0.121 -0.098 -2.829  0.35
C 2.394 -3.048 -0.815  -0.45
H -4.410 -0.791 3.900  0.30
O 0.772 1.898 0.608  -1.21

2S+1: 2
Charge: -1

Density functional theory data (the ωB97M-V functional and the def2-TZVPD basis) for a molecular structure, C3H3EuO4 at a distorted geometry.

Each line ends with the natural charge from an NBO analysis.
Element x y z (Å)
O -2.086 1.413 -0.160  -0.60
H 0.748 -1.324 1.305  0.31
O -1.780 -0.393 1.156  -0.47
C 0.436 -0.621 -0.832  0.43
O 2.063 -0.289 0.018  -0.62
O -0.796 -0.123 -0.884  -0.32
C 1.125 -1.153 0.296  0.49
Eu 3.833 1.332 0.329  1.99
H -2.823 1.638 0.427  0.56
C -1.561 0.265 0.184  0.93
H 0.841 -0.743 -1.838  0.30

2S+1: 8
Charge: +3

Density functional theory data (the ωB97M-V functional and the def2-TZVPD basis) for C4H5NO2 in the gas phase.

Each line ends with the natural charge from an NBO analysis.
Element x y z (Å)
H -1.101 1.175 1.851  0.20
C -0.828 0.055 -1.043  -0.28
O 2.962 -0.373 -0.636  -0.45
O 1.372 0.417 1.636  -0.50
C -1.372 0.462 1.077  -0.13
H 1.261 -1.339 -1.179  0.13
H -0.972 -0.834 -1.649  0.19
N -0.437 -0.059 0.290  -0.44
C 0.950 -0.039 0.607  0.58
C 1.792 -0.626 -0.519  0.33
H -2.392 0.149 0.907  0.20
H -1.235 1.012 -1.343  0.19

Density functional theory data (the ωB97M-V functional and the def2-TZVPD basis) for 2 unconnected molecules or ions with the total composition CH3N5O2 at a distorted geometry.

Each line ends with the natural charge from an NBO analysis.
Element x y z (Å)
H -1.625 -2.122 -0.471  0.30
H -1.766 0.428 0.016  0.40
N 3.411 -0.143 0.110  0.34
N -0.779 0.208 -0.049  -0.49
N -0.671 -2.041 -0.409  -0.35
O 3.878 -1.082 0.691  -0.29
C 0.023 1.173 0.300  0.41
N -0.142 -0.976 -0.105  0.06
H 3.878 1.031 -1.208  0.48
O 4.114 0.184 -1.000  -0.53
N 0.549 2.155 0.469  -0.33

SMILES string: [H]/N=N\NC#N.O=NO

Energy? In order: -1737.90144, -5541.40511, -234.46850, -2216.05907, -4054.31974, -1126.06504, -360.51471, -463.95298 a.u..